[1]
DFT (ωB97M-V/def2-TZVPD) results for a structure of composition C20H30N10 at a distorted geometry.

Geometry (Å):
1 C 4.59298 -1.13786 1.17566
2 C 3.27681 -0.63712 0.74298
3 N 2.27028 -0.16219 0.42288
4 H 4.81081 -0.95633 2.22814
5 H 5.33877 -0.89889 0.41752
6 H 4.55900 -2.20812 0.97198
7 C 1.93043 2.04692 1.87017
8 C 1.21645 2.18179 3.15342
9 N 0.59519 2.24786 4.19739
10 H 1.88354 0.99660 1.58256
11 H 2.93409 2.43392 2.04627
12 H 1.37962 2.66378 1.16010
13 C -3.63687 1.34288 1.50979
14 C -2.27451 0.80975 1.79925
15 N -1.25936 0.33271 2.02368
16 H -3.79689 1.73788 0.50656
17 H -3.61840 2.15854 2.23258
18 H -4.42293 0.67050 1.85348
19 C -0.95413 -2.64404 -2.16458
20 C 0.25148 -2.68175 -3.00308
21 N 1.17806 -2.74308 -3.62682
22 H -0.72073 -3.37350 -1.38901
23 H -1.87690 -2.92859 -2.67019
24 H -1.04055 -1.64325 -1.74144
25 C -1.34133 3.31221 1.54066
26 C -0.28963 2.76764 0.62951
27 N 0.45822 2.33459 -0.09565
28 H -1.62395 2.51534 2.22858
29 H -2.17662 3.66218 0.93410
30 H -0.91388 4.16797 2.06321
31 C -0.20743 -3.97135 0.84126
32 C -0.05477 -2.71927 1.64287
33 N -0.02387 -1.70064 2.22327
34 H -1.13523 -4.33722 1.28107
35 H 0.53877 -4.75325 0.98238
36 H -0.42257 -3.83449 -0.21849
37 C -2.40554 -0.69244 -0.07031
38 C -1.78251 -2.02120 -0.12603
39 N -1.33141 -3.09768 -0.23582
40 H -3.12815 -0.59281 -0.88026
41 H -1.65511 0.08130 -0.23237
42 H -2.90250 -0.45575 0.87050
43 C 2.14943 1.43780 -0.84572
44 C 2.65668 2.49626 -1.61761
45 N 3.02484 3.36548 -2.27080
46 H 2.37000 1.54706 0.21613
47 H 2.70235 0.55405 -1.16408
48 H 1.07196 1.29202 -0.92245
49 C -0.82407 0.18290 -3.81338
50 C -2.13536 0.47262 -3.28494
51 N -3.22102 0.74863 -2.94626
52 H -0.40859 -0.78263 -3.52487
53 H -0.18797 0.98826 -3.44614
54 H -0.91468 0.35806 -4.88540
55 C 0.38363 -0.09951 0.45739
56 C 0.00514 -0.22491 -0.98675
57 N -0.29073 -0.29246 -2.11390
58 H 1.21691 -0.78240 0.62291
59 H -0.47146 -0.43303 1.04535
60 H 0.65424 0.89827 0.80278

Highest occupied orbital energy, eV: -8.45
Net charge: 0
Energy above the lowest of the compared OMol25 structures with the same formula, charge and spin, eV: 33.146
Frontier orbital gap, eV: 8.6398

Results of the natural (NBO) charge analysis, in e, for atoms 1 through 5:
1. C -0.7187
2. C 0.4320
3. N -0.5392
4. H 0.2711
5. H 0.2634

[2]
DFT (ωB97M-V/def2-TZVPD) results for the ion C7H11N2O with charge +1 at a distorted geometry.

Geometry (Å):
1 C 0.34466 1.05737 -0.33770
2 C 1.32215 -1.28111 0.37961
3 C 2.26727 -0.43403 -0.09980
4 C -0.71736 0.38042 -1.13429
5 C -1.65344 -1.78178 -0.27785
6 C 3.75174 -0.52158 -0.27046
7 C -2.41503 0.24937 0.81755
8 N 1.56209 0.79081 -0.07540
9 N -1.80075 -0.40696 -0.45019
10 O 0.30292 -1.59128 0.90308
11 H -0.11270 1.96795 -0.05353
12 H -1.26364 1.13356 -1.67922
13 H -0.29464 -0.38144 -1.74714
14 H -1.92942 -2.17824 0.70938
15 H 4.42821 0.25217 0.18552
16 H 4.10237 -0.61360 -1.32306
17 H 4.13975 -1.43842 0.23865
18 H -3.08363 0.99103 0.45030
19 H -3.01558 -0.46141 1.32229
20 H -1.61978 0.73464 1.40964
21 H -2.61679 -0.60466 -1.09692

Highest occupied orbital energy (spin up / spin down), eV: -12.57 / -12.57
Net charge: +1
Energy above the lowest of the compared OMol25 structures with the same formula, charge and spin, eV: 7.840
Frontier orbital gap (spin up / spin down), eV: 7.5903 / 7.5896

Results of the natural (NBO) charge analysis, in e, for atoms 1 through 5:
1. C 0.0432
2. C 0.7214
3. C -0.0802
4. C -0.2829
5. C 0.0976

[3]
DFT (ωB97M-V/def2-TZVPD) results for a structure of composition C3H2N2O2 at a distorted geometry.

Geometry (Å):
1 N 1.08908 0.89048 1.87266
2 C 0.42124 0.53899 0.84755
3 O -0.18042 1.07144 -0.14456
4 C -0.70991 -0.63086 -1.45785
5 O -0.04500 -0.67603 -2.39871
6 C 0.18517 -0.93416 0.57696
7 N -0.23592 -1.80468 -0.08784
8 H 1.16757 1.90873 1.88392
9 H -1.69182 -0.36391 -1.09214

Highest occupied orbital energy, eV: -9.98
Net charge: 0
Energy above the lowest of the compared OMol25 structures with the same formula, charge and spin, eV: 3.280
Frontier orbital gap, eV: 9.0737

Results of the natural (NBO) charge analysis, in e, for atoms 1 through 5:
1. N -0.6969
2. C 0.4784
3. O -0.6744
4. C 0.6667
5. O -0.3856

Copy entry 2 word for word.
DFT (ωB97M-V/def2-TZVPD) results for the ion C7H11N2O with charge +1 at a distorted geometry.

Geometry (Å):
1 C 0.34466 1.05737 -0.33770
2 C 1.32215 -1.28111 0.37961
3 C 2.26727 -0.43403 -0.09980
4 C -0.71736 0.38042 -1.13429
5 C -1.65344 -1.78178 -0.27785
6 C 3.75174 -0.52158 -0.27046
7 C -2.41503 0.24937 0.81755
8 N 1.56209 0.79081 -0.07540
9 N -1.80075 -0.40696 -0.45019
10 O 0.30292 -1.59128 0.90308
11 H -0.11270 1.96795 -0.05353
12 H -1.26364 1.13356 -1.67922
13 H -0.29464 -0.38144 -1.74714
14 H -1.92942 -2.17824 0.70938
15 H 4.42821 0.25217 0.18552
16 H 4.10237 -0.61360 -1.32306
17 H 4.13975 -1.43842 0.23865
18 H -3.08363 0.99103 0.45030
19 H -3.01558 -0.46141 1.32229
20 H -1.61978 0.73464 1.40964
21 H -2.61679 -0.60466 -1.09692

Highest occupied orbital energy (spin up / spin down), eV: -12.57 / -12.57
Net charge: +1
Energy above the lowest of the compared OMol25 structures with the same formula, charge and spin, eV: 7.840
Frontier orbital gap (spin up / spin down), eV: 7.5903 / 7.5896

Results of the natural (NBO) charge analysis, in e, for atoms 1 through 5:
1. C 0.0432
2. C 0.7214
3. C -0.0802
4. C -0.2829
5. C 0.0976

Copy entry 3 word for word.
DFT (ωB97M-V/def2-TZVPD) results for a structure of composition C3H2N2O2 at a distorted geometry.

Geometry (Å):
1 N 1.08908 0.89048 1.87266
2 C 0.42124 0.53899 0.84755
3 O -0.18042 1.07144 -0.14456
4 C -0.70991 -0.63086 -1.45785
5 O -0.04500 -0.67603 -2.39871
6 C 0.18517 -0.93416 0.57696
7 N -0.23592 -1.80468 -0.08784
8 H 1.16757 1.90873 1.88392
9 H -1.69182 -0.36391 -1.09214

Highest occupied orbital energy, eV: -9.98
Net charge: 0
Energy above the lowest of the compared OMol25 structures with the same formula, charge and spin, eV: 3.280
Frontier orbital gap, eV: 9.0737

Results of the natural (NBO) charge analysis, in e, for atoms 1 through 5:
1. N -0.6969
2. C 0.4784
3. O -0.6744
4. C 0.6667
5. O -0.3856